Entry 1
2 unconnected molecules or ions with the total composition C12H16N2O, computed with the ωB97M-V functional and the def2-TZVPD basis.

Last column: Mulliken charge in e.
Atoms and positions in Å:
H 4.99 1.02 -1.35  0.37
C 4.00 0.73 -1.68  -0.41
N 1.85 0.25 -1.73  -0.40
H -1.72 0.35 -1.58  0.42
H -3.26 -2.27 2.98  0.39
C -4.03 -0.21 1.46  -0.51
C 2.94 0.40 -0.89  0.15
C -1.92 -0.68 0.35  -0.45
H -5.39 1.11 0.30  0.31
H -1.85 -1.14 3.33  0.28
C -2.40 -1.72 2.59  -1.40
C -2.30 0.18 -0.68  -0.54
H 4.26 -1.35 1.03  0.31
H -4.79 1.63 -1.96  0.32
C 4.08 -0.29 1.22  -1.07
H 4.98 0.26 0.94  0.29
C -3.56 0.74 -0.69  0.51
H 3.93 -0.10 2.30  0.33
H -4.75 -0.25 2.27  0.31
H -0.89 -0.89 0.59  0.29
H 2.46 1.27 1.01  0.31
O -3.87 1.58 -1.71  -0.53
H 1.91 -0.28 0.69  -0.01
C -4.44 0.60 0.41  -0.56
H -1.73 -2.53 2.28  0.38
C -2.82 -0.86 1.40  0.78
H 4.12 0.43 -3.73  0.26
N 3.56 0.83 -3.01  -0.25
C 2.83 0.32 0.61  0.01
C 2.21 0.43 -2.93  -0.30
H 1.58 0.43 -3.81  0.42

Summary:
**SMILES**: CCc1c[nH]cn1.Cc1ccc(O)cc1
**Lowest unoccupied orbital energy**: 0.935 eV
**HOMO level**: -8.22 eV
**Gap between HOMO and LUMO**: 0.3366 hartree



Entry 2
2 unconnected molecules or ions with the total composition C12H16N2O, computed with the ωB97M-V functional and the def2-TZVPD basis.

Last column: Mulliken charge in e.
Atoms and positions in Å:
C -1.80 -2.55 -0.36  -0.58
C 1.21 -0.08 1.60  -0.28
C 1.17 3.51 1.66  -0.52
H -1.21 0.73 -0.57  0.33
H -3.85 0.07 -0.33  0.35
H -1.13 -3.99 -1.72  0.28
H 1.93 3.95 0.99  0.21
C -2.05 -1.15 -0.17  0.35
C 0.01 -0.73 -1.51  -0.56
C 2.16 1.50 0.42  -0.51
H -2.44 -3.22 0.21  0.42
C -3.45 -0.79 0.29  -1.35
H -0.28 5.09 1.07  0.37
H 0.74 -0.10 -1.99  0.52
C -1.13 -0.33 -0.77  -0.38
H 1.26 3.73 2.71  0.38
C -0.08 -2.05 -1.93  0.68
H -0.07 3.66 -0.13  0.35
H 1.00 -1.14 1.70  0.39
O 0.99 -2.50 -2.70  -0.52
H -0.97 3.71 1.46  0.27
C -0.95 -2.99 -1.35  -0.56
H -3.26 -0.41 1.31  0.31
C 1.38 2.07 1.40  0.51
C -0.09 4.04 0.87  -1.13
N 0.74 1.05 2.09  -0.62
H 0.69 -3.17 -3.30  0.30
H 2.70 2.04 -0.33  0.41
H 2.81 -0.52 0.35  0.23
N 2.10 0.16 0.58  -0.05
H -4.27 -1.41 -0.04  0.42

Summary:
**SMILES**: CCc1c[nH]cn1.Cc1ccc(O)cc1
**Lowest unoccupied orbital energy**: 0.732 eV
**HOMO level**: -8.31 eV
**Gap between HOMO and LUMO**: 0.3324 hartree



Entry 3
2 unconnected molecules or ions with the total composition C12H16N2O, computed with the ωB97M-V functional and the def2-TZVPD basis.

Last column: Mulliken charge in e.
Atoms and positions in Å:
C -1.45 1.47 1.40  -0.99
O 0.57 2.14 -2.98  -0.56
C -1.38 0.23 2.02  0.91
H -2.29 -0.73 -0.65  0.46
C 1.56 -1.26 -0.93  0.70
H 0.16 -1.82 3.70  0.24
H -1.20 0.73 4.16  0.19
H -1.90 -1.03 3.77  0.29
C -1.10 -0.20 3.38  -0.33
C -0.07 0.19 -2.11  -1.14
H 0.79 -2.91 0.10  0.33
H 1.67 -1.92 0.98  0.19
H -0.49 -1.81 -1.62  0.51
C 0.35 -0.72 3.54  -0.57
C 0.95 1.03 -2.36  0.77
C 1.77 -2.32 0.06  -1.29
H 3.62 -0.48 -0.82  0.47
H 0.73 -0.79 2.55  -0.12
C 0.26 -1.07 -1.51  -0.55
C 2.62 -0.32 -1.16  -0.93
H 1.03 -0.22 4.23  0.36
N -2.19 1.19 0.16  -0.25
C -2.51 -0.21 0.25  -0.46
H -1.07 2.42 1.57  0.45
H -1.07 0.51 -2.32  0.92
N -2.04 -0.75 1.40  -0.47
H -1.66 1.52 -0.67  0.34
H 3.06 1.37 -2.50  0.19
H 1.27 2.91 -3.05  0.34
H 2.67 -2.95 0.01  0.38
C 2.26 0.70 -2.01  -0.36

Summary:
**SMILES**: CCc1c[nH]cn1.Cc1ccc(O)cc1
**Lowest unoccupied orbital energy**: 0.551 eV
**HOMO level**: -8.35 eV
**Gap between HOMO and LUMO**: 0.3271 hartree



We find entry 1 to be the most stable, with the next structure 114.1 kJ/mol higher.



Entry 1
A single C25H35N5O3 molecule, computed with the ωB97M-V functional and the def2-TZVPD basis.

Last column: Mulliken charge in e.
Atoms and positions in Å:
C 3.54 -2.96 -0.66  -1.52
C 0.80 3.83 0.27  1.18
H 5.48 -1.21 -0.32  0.41
C 2.34 5.62 -0.12  -0.97
C -2.27 -1.07 1.42  -0.53
H -4.78 -0.55 1.76  0.46
H -5.26 1.72 1.08  0.36
N 1.25 1.83 -0.95  0.15
C -0.33 -2.44 1.13  0.10
C -1.00 -1.43 1.80  -0.62
N 0.99 -2.82 1.43  -0.15
H -2.24 2.22 1.99  0.32
C -0.98 -3.09 0.08  -0.54
C -1.40 2.67 1.50  -0.67
C -3.70 -0.75 -2.44  -0.73
H 4.95 -0.69 1.30  0.43
H 2.91 1.02 -2.64  0.42
H -2.65 -0.99 -2.28  0.10
N -4.20 -1.32 -0.06  0.03
N 3.15 -0.74 -1.57  -0.02
C 0.43 2.51 -0.04  -0.92
C 3.38 -2.68 1.80  -1.48
H 3.29 -3.76 1.93  0.40
C 2.53 -2.03 -1.34  0.16
H -0.51 -0.91 2.61  0.34
H -2.70 -3.25 -1.12  0.24
H 2.77 0.02 0.39  0.06
C -2.24 -2.72 -0.30  -0.75
H 2.26 -2.45 -2.32  0.53
H -5.19 1.31 -0.63  0.35
C 1.99 -2.03 1.91  0.94
C 0.06 4.56 1.18  -0.38
H -0.93 0.92 0.34  0.42
H 4.09 0.79 -0.52  0.58
H -3.71 1.32 0.32  0.11
H 1.58 6.35 -0.38  0.36
C -0.67 1.94 0.57  0.53
O 1.83 -0.92 2.37  -0.65
C 2.31 0.17 -2.33  -1.42
C -2.93 -1.68 0.34  1.40
C 3.60 -0.16 -0.31  0.05
C -4.77 1.08 0.35  -0.83
O 0.08 -0.06 -1.44  -0.46
O 1.91 4.31 -0.39  -0.43
H 1.97 -0.37 -3.22  0.46
H 1.61 -1.94 -0.75  0.03
H -4.57 -2.58 -1.69  0.41
C -4.99 -0.39 0.70  -0.91
N 4.11 -2.45 0.56  0.28
H 2.61 5.74 0.94  0.38
H -6.05 -0.64 0.55  0.42
H 4.38 -3.11 -1.35  0.40
H 2.10 2.35 -1.17  0.30
H -0.47 -3.89 -0.45  0.31
H -3.82 0.32 -2.31  0.24
C -1.04 3.97 1.80  -1.13
H -3.97 -1.01 -3.46  0.43
C -4.58 -1.51 -1.45  -0.91
H 3.99 -2.28 2.61  0.45
C 4.62 -1.11 0.34  -1.48
H 1.27 -3.70 1.01  0.33
H 3.09 -3.94 -0.47  0.47
H 0.32 5.57 1.43  0.40
H -5.62 -1.18 -1.55  0.42
C 1.07 0.62 -1.54  0.57
H 3.23 5.77 -0.73  0.25
H -2.75 -0.27 1.97  0.13
H -1.61 4.54 2.52  0.39

Summary:
**SMILES**: CCN(CC)c1ccc(NC(=O)CN2CCN(CC(=O)Nc3ccccc3OC)CC2)cc1
**Lowest unoccupied orbital energy**: 0.729 eV
**HOMO level**: -7.07 eV
**Gap between HOMO and LUMO**: 0.2865 hartree



Entry 2
A single C25H35N5O3 molecule, computed with the ωB97M-V functional and the def2-TZVPD basis.

Last column: Mulliken charge in e.
Atoms and positions in Å:
H -2.92 -0.56 0.41  0.26
H -3.13 2.73 -2.49  0.37
C -2.67 1.14 1.72  -1.05
H 0.62 0.40 -1.51  -0.31
O 2.22 -3.72 2.26  -0.73
C -0.28 -6.87 3.17  -0.63
C -0.21 1.36 -4.60  -0.97
H 2.13 2.72 -3.63  0.37
H -0.93 2.64 -6.17  0.41
H -2.40 -6.41 3.54  0.36
C 0.77 0.39 -2.59  -0.30
N -0.11 1.40 -3.15  1.14
N 0.74 2.00 0.66  -0.83
H 0.15 5.10 -0.28  0.30
H -3.36 -0.89 2.09  0.39
H 1.61 -6.12 2.32  0.33
H 2.71 -0.86 0.54  0.14
C -1.21 3.09 0.71  -1.12
C 2.59 2.17 -2.80  -0.85
C -0.09 -0.21 1.48  1.31
H -0.55 -7.21 2.16  0.29
H 3.00 -1.55 2.14  0.45
H 1.67 4.52 0.44  0.29
H 2.09 2.22 -0.74  0.33
H 1.41 -5.83 4.06  0.27
H -0.06 -7.74 3.78  0.36
H -1.86 3.92 0.57  0.41
H -2.03 0.53 -2.88  0.34
C -2.27 2.76 -4.48  -1.00
C 1.35 3.88 -1.60  0.60
H -0.27 3.49 -4.76  0.21
H -1.33 1.36 -1.47  -0.67
C -1.41 -6.00 3.74  -0.66
C 0.36 -2.32 2.03  1.51
C -2.64 -0.37 1.45  -0.84
H -1.73 -4.61 2.10  0.22
H 2.85 0.13 -2.16  0.47
H -1.56 3.54 -2.61  0.13
N 0.11 3.16 0.41  0.63
C -2.15 2.69 -2.96  -0.49
C 0.88 -5.89 3.10  -0.62
H 3.68 2.29 -2.86  0.37
H 2.61 0.19 1.96  0.41
C -1.43 1.41 -2.56  0.10
C -0.19 1.18 1.12  1.04
C -0.88 2.64 -5.08  -0.58
N 0.25 -4.61 2.81  0.13
H -3.58 1.58 1.29  0.40
O 1.12 4.58 -2.56  -0.67
H -1.28 -5.90 4.82  0.31
C 0.82 4.25 -0.19  -0.76
C 1.01 -3.59 2.37  -0.03
H -2.90 1.95 -4.84  0.36
H 0.79 1.28 -5.02  0.42
H -2.70 1.31 2.81  0.37
C -1.26 -0.90 1.67  -0.61
C -1.45 1.82 1.18  0.34
C 2.42 -0.81 1.59  -1.48
H 0.52 -0.63 -2.95  0.34
N 2.10 2.78 -1.59  0.01
C 0.97 -1.12 1.71  -0.72
C -1.18 -4.66 3.05  -0.38
H -1.51 -3.82 3.67  0.27
H 2.52 0.32 -3.88  0.39
H -0.80 0.48 -4.93  0.34
H -2.73 3.71 -4.78  0.41
C 2.25 0.68 -2.88  -1.01
O -1.00 -2.17 2.00  -0.58

Summary:
**SMILES**: Cc1c(C(=O)N2CCCC2)oc2c1-c1nn(CC(=O)NCCCN3CCCCC3)cc1CC2
**Lowest unoccupied orbital energy**: 0.594 eV
**HOMO level**: -8.07 eV
**Gap between HOMO and LUMO**: 0.3183 hartree



We find entry 2 to be the most stable, with the next structure 69.3 kJ/mol higher.



Entry 1
A single C2H8N4S molecule, computed with the ωB97M-V functional and the def2-TZVPD basis.

Last column: Mulliken charge in e.
Atoms and positions in Å:
H -1.72 -2.22 0.25  0.31
N 1.89 -1.16 -0.01  -0.39
C 0.68 1.64 0.22  -0.73
N 0.65 -1.56 -0.02  -0.42
H 1.51 1.05 0.49  0.40
H 0.15 2.21 1.04  0.23
N -0.06 0.66 -0.77  -0.41
N -1.60 -1.23 -0.18  -0.39
H 0.93 2.52 -0.51  0.23
H -2.89 0.32 1.21  0.16
H 2.67 -1.77 0.31  0.20
C -0.20 -0.65 -0.25  0.49
S -3.13 -0.27 -0.09  -0.23
H 2.31 -0.62 -0.83  0.24
H -1.19 1.09 -0.87  0.31

Summary:
**SMILES**: CN/C(=N\N)NS
**Lowest unoccupied orbital energy**: 0.653 eV
**HOMO level**: -7.54 eV
**Gap between HOMO and LUMO**: 0.3010 hartree



Entry 2
A single C2H8N4S molecule, computed with the ωB97M-V functional and the def2-TZVPD basis.

Last column: Mulliken charge in e.
Atoms and positions in Å:
N -1.39 -0.73 0.60  -0.28
C 2.19 -0.63 -0.20  -0.90
H -3.41 0.25 0.41  0.14
C -0.19 -0.10 0.14  0.37
H -1.45 1.69 -0.60  0.23
N -0.82 2.13 0.17  -0.66
H -1.11 -1.53 1.36  0.35
N 0.87 -1.12 0.11  -0.37
N 0.21 1.09 0.08  -0.14
H 2.83 -1.45 -0.20  0.38
S -2.78 -0.68 -0.27  -0.19
H 2.26 -0.04 -1.23  0.24
H 2.46 -0.05 0.66  0.30
H 0.68 -1.91 -0.58  0.23
H -0.36 3.08 -0.45  0.29

Summary:
**SMILES**: CN/C(=N/N)NS
**Lowest unoccupied orbital energy**: 0.733 eV
**HOMO level**: -8.50 eV
**Gap between HOMO and LUMO**: 0.3391 hartree



We find entry 2 to be the most stable, with the next structure 27.7 kJ/mol higher.